Record 1
Below is one molecule with the formula C5H7NO, with properties calculated with ωB97M-V with the def2-TZVPD basis set.

Its HOMO-LUMO gap is 8.73 eV. As for the SMILES: Cn1cccc1O.

Last column: Löwdin charge in e.
Positions of all 14 atoms, in Å:
C: -1.66 0.14 0.62  -0.0246
N: -0.47 -0.02 -0.20  -0.1126
C: 0.02 -1.27 -0.53  -0.1211
C: 1.38 -1.23 -0.50  -0.0907
C: 1.78 0.11 -0.15  -0.0235
C: 0.62 0.81 0.00  -0.3792
O: 0.38 2.13 0.22  0.0580
H: -2.58 0.10 0.04  0.0866
H: -1.61 1.10 1.14  0.0879
H: -1.68 -0.65 1.38  0.0933
H: -0.67 -2.06 -0.79  0.1122
H: 2.04 -2.04 -0.75  0.0930
H: 2.78 0.50 -0.06  0.1035
H: -0.31 2.36 -0.42  0.1173



Record 2
Below is one molecule with the formula C7H13N in a non-equilibrium geometry, with properties calculated with ωB97M-V with the def2-TZVPD basis set.

Its HOMO-LUMO gap is 9.45 eV. As for the SMILES: C/C=C/C=C/CCN.

Last column: Löwdin charge in e.
Positions of all 21 atoms, in Å:
C: 0.69 0.66 2.79  -0.2883
C: 1.57 0.18 1.58  -0.2154
C: 0.84 0.37 0.29  -0.1285
C: 0.30 -0.69 -0.33  -0.1102
C: -0.76 -0.56 -1.35  -0.1343
C: -0.99 -1.36 -2.40  -0.1759
C: -1.93 -1.05 -3.49  -0.1139
N: 0.33 2.10 2.92  -0.0001
H: -0.23 0.07 2.63  0.1008
H: 1.17 0.27 3.69  0.0997
H: 1.88 -0.81 1.91  0.1057
H: 2.45 0.84 1.60  0.1044
H: 0.83 1.36 -0.15  0.1070
H: 0.40 -1.65 0.17  0.1103
H: -1.37 0.34 -1.28  0.1075
H: -0.26 -2.17 -2.47  0.1048
H: -2.69 -0.35 -3.14  0.0742
H: -1.37 -0.53 -4.29  0.0803
H: -2.46 -1.92 -3.88  0.0706
H: 0.39 2.42 1.96  0.0429
H: 1.21 2.48 3.26  0.0585



Record 3
Below is one molecule with the formula C19H23N5O2, with properties calculated with ωB97M-V with the def2-TZVPD basis set.

Its HOMO-LUMO gap is 7.99 eV. As for the SMILES: COCCCNC(=O)[C@@H](C#N)c1nc2ccccc2nc1N1CCCC1.

Last column: Löwdin charge in e.
Positions of all 49 atoms, in Å:
C: 1.36 4.52 -2.46  -0.1146
H: 2.00 4.20 -3.30  0.0903
O: 0.82 3.41 -1.80  -0.1912
C: 1.76 2.44 -1.39  -0.2288
C: 2.62 2.88 -0.20  -0.1498
C: 3.47 1.73 0.35  -0.1650
N: 2.65 0.66 0.85  0.0699
C: 2.56 -0.52 0.23  -0.4695
O: 3.26 -0.90 -0.69  0.0846
C: 1.46 -1.46 0.81  -0.1489
C: 1.76 -1.72 2.19  -0.2018
N: 1.97 -1.92 3.30  0.1829
C: 0.08 -0.84 0.71  -0.1312
N: -0.01 0.42 1.05  0.1707
C: -1.14 1.11 0.79  -0.2040
C: -1.25 2.46 1.16  -0.0161
C: -2.35 3.17 0.77  -0.0790
C: -3.36 2.56 0.00  -0.0755
C: -3.28 1.25 -0.36  -0.0129
C: -2.17 0.48 0.05  -0.2069
N: -2.11 -0.84 -0.22  0.1870
C: -1.06 -1.53 0.17  -0.2089
N: -1.12 -2.87 -0.03  -0.0558
C: -2.34 -3.41 -0.61  -0.1588
C: -2.23 -4.91 -0.41  -0.1641
H: -1.66 -5.37 -1.22  0.1133
C: -1.44 -5.01 0.90  -0.1577
H: -2.10 -4.79 1.75  0.1176
H: -0.97 -5.98 1.05  0.1124
C: -0.42 -3.89 0.73  -0.1519
H: 0.44 -4.26 0.16  0.1247
H: -0.07 -3.51 1.69  0.1160
H: -3.21 -5.39 -0.35  0.1108
H: -3.21 -2.99 -0.09  0.1192
H: -2.40 -3.11 -1.66  0.1234
H: -4.05 0.76 -0.93  0.1115
H: -4.21 3.15 -0.30  0.1035
H: -2.45 4.21 1.04  0.1027
H: -0.46 2.91 1.74  0.1101
H: 1.52 -2.38 0.24  0.1391
H: 1.86 0.91 1.45  0.1212
H: 4.10 1.31 -0.44  0.1234
H: 4.10 2.10 1.16  0.1222
H: 1.96 3.26 0.58  0.1121
H: 3.29 3.69 -0.50  0.1103
H: 1.16 1.58 -1.10  0.1112
H: 2.41 2.16 -2.23  0.1316
H: 1.95 5.16 -1.79  0.0821
H: 0.52 5.09 -2.85  0.0883



Record 4
Below is C30H39Cl2N2O5SiZr as an isolated structure in a non-equilibrium geometry, with properties calculated with ωB97M-V with the def2-TZVPD basis set.

Its HOMO-LUMO gap is 5.63 eV. Its charge is +1.

Last column: Löwdin charge in e.
Positions of all 80 atoms, in Å:
Zr: 0.94 -0.10 0.43  1.7287
C: 0.61 0.24 3.86  -0.0737
N: 1.34 -0.64 2.92  -0.3365
C: 1.24 -2.00 3.41  -0.0939
C: 2.76 -0.24 2.95  -0.2183
C: 3.64 -0.80 1.89  -0.1740
N: 3.32 -0.22 0.56  -0.3618
C: 4.03 1.09 0.42  -0.0684
C: 3.74 -1.11 -0.55  -0.0769
H: 1.14 0.28 4.84  0.1089
H: -0.46 -0.07 3.95  0.1189
H: 0.73 1.24 3.47  0.0107
H: 1.54 -2.03 4.48  0.1152
H: 1.92 -2.60 2.79  0.0814
H: 0.26 -2.43 3.31  0.0862
H: 3.19 -0.55 3.95  0.1531
H: 2.74 0.85 3.04  0.0976
H: 3.48 -1.86 1.89  0.1134
H: 4.65 -0.59 2.11  0.1269
H: 5.09 0.96 0.17  0.1069
H: 3.98 1.65 1.36  0.0759
H: 3.55 1.74 -0.34  0.0743
H: 4.84 -1.21 -0.53  0.1059
H: 3.35 -0.83 -1.55  0.1039
H: 3.30 -2.10 -0.36  0.0769
Cl: -4.81 0.41 -4.21  0.7238
C: -3.29 0.33 -3.47  -0.6784
C: -2.11 0.86 -4.10  -0.0490
C: -0.94 0.80 -3.37  -0.0210
C: -0.84 0.25 -2.09  -0.3087
O: 0.36 0.26 -1.43  -0.2878
C: -1.99 -0.23 -1.47  -0.1039
C: -2.09 -0.60 -0.03  -0.3544
O: -0.97 -0.54 0.72  -0.2926
C: -3.19 -0.16 -2.20  -0.0579
H: -2.03 1.25 -5.18  0.1431
H: -0.03 1.15 -3.82  0.1130
H: -2.77 0.18 0.37  0.1581
H: -4.07 -0.54 -1.77  0.0918
C: -0.97 2.85 1.48  -0.2356
Si: 0.89 2.56 1.16  0.5265
C: 1.82 3.52 2.54  -0.2283
C: 1.34 3.43 -0.49  -0.2999
C: 0.54 3.39 -1.66  -0.1309
C: 0.90 4.01 -2.79  -0.0846
C: 2.11 4.74 -2.86  -0.0699
C: 2.94 4.76 -1.78  -0.0922
C: 2.56 4.12 -0.59  -0.1308
H: -1.19 3.95 1.57  0.0536
H: -1.29 2.37 2.44  0.0314
H: -1.50 2.49 0.62  -0.0102
H: 1.77 4.58 2.30  0.0343
H: 2.90 3.31 2.43  0.0081
H: 1.46 3.39 3.57  0.0290
H: -0.48 2.97 -1.61  0.1036
H: 0.29 4.07 -3.66  0.0947
H: 2.38 5.25 -3.72  0.0852
H: 3.92 5.27 -1.78  0.1140
H: 3.19 4.23 0.31  0.0945
C: -3.79 -4.88 -2.25  0.0124
C: -3.85 -3.72 -1.29  -0.1716
C: -5.04 -3.41 -0.82  -0.0107
C: -5.32 -2.32 0.05  -0.6471
Cl: -6.97 -2.02 0.41  0.7508
C: -4.30 -1.64 0.61  0.0014
C: -2.88 -1.89 0.18  -0.1179
C: -2.74 -3.04 -0.77  -0.1358
O: -1.66 -3.64 -1.06  0.0830
C: -0.29 -3.11 -1.11  0.0449
C: 0.23 -3.04 0.34  -0.5926
O: -0.34 -3.70 1.19  0.1032
O: 1.25 -2.25 0.48  -0.2011
H: -4.77 -5.35 -2.33  0.0900
H: -3.10 -5.61 -1.85  0.0892
H: -3.46 -4.58 -3.25  0.1031
H: -5.90 -3.99 -1.24  0.1457
H: -4.50 -0.72 1.17  0.1384
H: -2.34 -2.44 0.98  0.1977
H: -0.33 -2.20 -1.69  0.1190
H: 0.34 -3.78 -1.69  0.1483



Record 5
Below is a 2-piece molecular cluster, C5H15N2O overall in a non-equilibrium geometry, with properties calculated with ωB97M-V with the def2-TZVPD basis set.

Its HOMO-LUMO gap is 11.12 eV. Its charge is +1.

Last column: Löwdin charge in e.
Positions of all 23 atoms, in Å:
C: 1.18 -1.78 0.65  -0.0890
C: -0.29 -1.69 0.16  -0.2181
C: -0.59 -0.78 -1.05  -0.1663
C: 0.41 0.35 -1.41  -0.1377
N: 1.70 1.63 0.88  0.2025
C: 0.61 2.08 0.33  -0.1266
N: 0.07 1.60 -0.75  0.0904
H: 1.66 -2.66 0.23  0.0804
H: 1.77 -0.89 0.43  0.0178
H: 1.18 -1.92 1.73  0.0785
H: -0.61 -2.70 -0.08  0.1076
H: -0.91 -1.44 1.02  0.0843
H: -0.66 -1.43 -1.91  0.1115
H: -1.60 -0.42 -0.89  0.0861
H: 0.23 0.48 -2.46  0.1198
H: 1.39 -0.09 -1.30  0.1089
H: 2.41 1.08 0.42  0.1292
H: 2.15 2.12 1.65  0.1455
H: 0.12 2.94 0.79  0.1702
H: -0.90 1.83 -0.92  0.1585
H: -2.73 1.24 0.65  0.0259
H: -3.75 0.08 0.87  0.0625
O: -2.83 0.35 0.97  -0.0421



Record 6
Below is an isolated ion of composition C2H10N3 and charge +1 in a non-equilibrium geometry, with properties calculated with ωB97M-V with the def2-TZVPD basis set.

Its HOMO-LUMO gap is 10.21 eV. As for the SMILES: NC[NH2+]CN. Its charge is +1.

Last column: Löwdin charge in e.
Positions of all 15 atoms, in Å:
C: 0.03 1.13 0.76  -0.1581
N: 0.80 2.10 -0.02  -0.0091
H: -1.05 1.16 0.58  0.1201
H: 0.21 1.48 1.80  0.1215
H: 0.59 3.17 0.10  0.1627
H: 1.64 1.79 -0.39  0.0368
N: 0.57 -0.39 0.51  0.0788
C: -0.19 -1.02 -0.70  -0.2085
N: -1.26 -1.98 -0.36  0.0178
H: 1.63 -0.49 0.39  0.1943
H: 0.44 -0.95 1.36  0.1653
H: 0.60 -1.32 -1.38  0.1274
H: -0.64 -0.15 -1.21  0.1251
H: -2.16 -1.55 -0.63  0.0850
H: -1.21 -2.98 -0.79  0.1409



Record 7
Below is one molecule with the formula C9H5FN2 in a non-equilibrium geometry, with properties calculated with ωB97M-V with the def2-TZVPD basis set.

Its HOMO-LUMO gap (spin up / spin down) is 6.86 / 6.81 eV.

Last column: Löwdin charge in e.
Positions of all 17 atoms, in Å:
C: 1.86 -2.26 -0.40  0.0437
C: -1.94 1.36 0.24  -0.1259
C: -1.08 2.14 -0.43  -0.0864
C: -1.61 0.11 0.77  -0.0257
C: 0.19 1.57 -0.65  -0.0028
C: -0.17 -1.95 0.86  -0.0127
C: -0.37 -0.49 0.43  -0.1227
C: 0.56 0.25 -0.24  -0.2260
C: 2.59 -1.11 -0.55  -0.4025
N: 0.84 -2.57 0.26  0.0784
N: 1.85 -0.05 -0.65  0.1838
F: 3.88 -1.13 -0.72  0.1559
H: -2.94 1.64 0.54  0.1056
H: -1.29 3.24 -0.79  0.1493
H: -2.38 -0.24 1.36  0.0861
H: 1.01 2.00 -1.22  0.1067
H: -1.00 -2.51 1.21  0.0953



Record 8
Below is C28H23BrIrN4O4S3 as an isolated structure, with properties calculated with ωB97M-V with the def2-TZVPD basis set.

Its HOMO-LUMO gap is 6.68 eV. Its charge is +1.

Last column: Löwdin charge in e.
Positions of all 64 atoms, in Å:
Ir: -0.85 0.16 0.63  0.7035
O: -3.35 2.37 -2.27  0.0465
C: -3.04 1.59 -3.34  -0.2520
C: -3.37 2.09 -4.59  -0.0036
C: -3.10 1.36 -5.74  -0.0693
C: -2.52 0.11 -5.64  -0.0824
C: -2.19 -0.39 -4.39  -0.0513
C: -2.42 0.35 -3.22  -0.0976
C: -2.04 -0.29 -1.90  -0.3473
O: -2.17 0.57 -0.78  -0.3735
N: -0.65 -0.74 -1.97  0.0301
N: -0.15 -1.13 -0.77  -0.2284
C: 0.81 -1.96 -0.61  -0.1380
C: 1.39 -2.20 0.70  -0.5343
Br: 0.65 -1.16 2.16  0.9031
C: 2.40 -3.02 0.99  -0.0680
C: 3.05 -3.94 0.05  -0.2270
C: 4.44 -4.07 0.09  -0.0248
C: 5.09 -4.92 -0.78  -0.0605
C: 4.36 -5.68 -1.68  -0.0640
C: 2.97 -5.59 -1.70  -0.0642
C: 2.32 -4.73 -0.84  -0.0507
H: -3.06 1.89 -1.47  0.0529
H: -3.84 3.06 -4.65  0.1219
H: -3.37 1.77 -6.70  0.1102
H: -2.33 -0.49 -6.52  0.1054
H: -1.77 -1.39 -4.32  0.1106
H: -2.70 -1.15 -1.71  0.1565
H: -0.32 -1.22 -2.80  0.1396
H: 1.25 -2.46 -1.46  0.1417
H: 2.80 -2.99 2.00  0.1211
H: 5.01 -3.48 0.80  0.1210
H: 6.17 -5.00 -0.76  0.1123
H: 4.86 -6.36 -2.36  0.1113
H: 2.40 -6.21 -2.38  0.1106
H: 1.24 -4.70 -0.82  0.1166
O: 0.42 3.50 4.46  -0.2845
S: 1.63 3.26 3.75  0.6483
O: 2.86 3.03 4.44  -0.2547
N: 1.37 2.00 2.67  -0.0905
C: 1.32 2.43 1.47  -0.7200
S: 0.93 1.46 0.06  0.6904
C: 1.61 3.88 1.27  -0.2320
C: 1.70 4.61 0.09  -0.0276
C: 2.03 5.96 0.18  -0.0508
C: 2.25 6.56 1.42  -0.0473
C: 2.16 5.83 2.60  -0.0157
C: 1.83 4.49 2.49  -0.2171
H: 1.54 4.14 -0.87  0.1038
H: 2.12 6.55 -0.72  0.1124
H: 2.51 7.61 1.46  0.1143
H: 2.34 6.29 3.56  0.1289
S: -1.78 1.51 2.30  0.6445
C: -2.36 2.98 1.64  -0.6232
N: -3.09 3.74 2.49  0.0705
C: -3.60 4.96 2.18  -0.0363
C: -3.40 5.48 0.94  -0.0273
C: -2.64 4.73 0.02  -0.0039
C: -2.11 3.51 0.37  -0.0779
H: -3.26 3.37 3.42  0.1553
H: -4.17 5.45 2.96  0.1406
H: -3.82 6.44 0.68  0.1193
H: -2.47 5.11 -0.97  0.1294
H: -1.51 2.94 -0.32  0.0730



Record 9
Below is one molecule with the formula C4H8O2 in a non-equilibrium geometry, with properties calculated with ωB97M-V with the def2-TZVPD basis set.

Its HOMO-LUMO gap is 10.24 eV. As for the SMILES: CCOCC=O.

Last column: Löwdin charge in e.
Positions of all 14 atoms, in Å:
C: -2.13 -0.36 -0.58  -0.0690
C: -0.63 -0.38 -0.38  -0.2967
O: -0.28 0.61 0.57  -0.1266
C: 1.07 0.92 0.57  -0.1894
C: 2.17 -0.06 0.73  -0.2730
O: 3.31 0.30 0.92  0.0406
H: -2.45 0.60 -0.98  0.0814
H: -2.64 -0.54 0.36  0.0810
H: -2.40 -1.15 -1.29  0.0788
H: -0.29 -1.36 -0.02  0.1152
H: -0.10 -0.16 -1.32  0.1244
H: 1.19 1.82 1.20  0.1501
H: 1.46 0.91 -0.51  0.1566
H: 1.89 -1.08 0.37  0.1266



Record 10
Below is a 2-piece molecular cluster, C5H6N overall in a non-equilibrium geometry, with properties calculated with ωB97M-V with the def2-TZVPD basis set.

Its HOMO-LUMO gap (spin up / spin down) is 6.18 / 6.18 eV. Its charge is +1.

Last column: Löwdin charge in e.
Positions of all 12 atoms, in Å:
C: 1.53 -0.01 0.11  0.1585
C: 0.40 -0.62 0.45  -0.2393
C: -2.23 1.48 0.02  0.2170
C: 2.26 0.83 -0.55  0.1744
C: -0.37 -1.93 0.33  0.0127
N: -0.77 -0.74 0.93  0.2128
H: -3.19 1.08 0.39  -0.0440
H: -2.47 2.46 -0.36  -0.0586
H: 2.97 0.42 -1.24  0.1085
H: 2.56 1.91 -0.22  0.1774
H: -0.78 -2.14 -0.74  0.1646
H: 0.11 -2.73 0.88  0.1159



Record 11
Below is CH3N2S3 as an isolated structure in a non-equilibrium geometry, with properties calculated with ωB97M-V with the def2-TZVPD basis set.

Its HOMO-LUMO gap is 7.72 eV. Its charge is +1.

Last column: Löwdin charge in e.
Positions of all 9 atoms, in Å:
C: 0.27 0.18 0.01  -0.4530
N: -0.15 -1.06 -0.11  -0.2904
N: 1.46 0.65 0.06  0.1641
S: -1.48 1.60 0.28  0.4584
S: -1.87 -1.39 0.27  0.5551
S: -2.57 0.26 -0.60  0.1429
H: 0.19 -2.02 0.04  0.1189
H: 2.39 0.17 0.10  0.1789
H: 1.76 1.60 -0.05  0.1251



Record 12
Below is C31H42F6FeGeNO7S3Si as an isolated structure in a non-equilibrium geometry, with properties calculated with ωB97M-V with the def2-TZVPD basis set.

Its HOMO-LUMO gap (spin up / spin down) is 8.25 / 6.54 eV. As for the multiplicity: 6. The expectation value of S² is 8.77.

Last column: Löwdin charge in e.
Positions of all 93 atoms, in Å:
Fe: 1.67 -1.20 1.09  0.4344
F: 7.27 -1.98 1.63  0.1657
C: 6.20 -1.44 1.05  -0.6914
F: 5.94 -0.26 1.59  0.1477
F: 6.42 -1.30 -0.25  0.1580
S: 4.78 -2.57 1.27  0.6463
O: 3.67 -1.86 0.63  -0.3943
O: 5.17 -3.81 0.69  -0.2222
N: 4.67 -2.63 2.84  -0.2683
S: 3.43 -2.21 3.68  0.6297
O: 2.19 -2.21 2.89  -0.3673
O: 3.39 -2.87 4.94  -0.2183
C: 3.70 -0.44 4.06  -0.6794
F: 4.89 -0.25 4.61  0.1776
F: 3.63 0.26 2.91  0.0874
F: 2.75 -0.01 4.88  0.1618
C: 0.91 1.38 1.54  -0.2219
Ge: 2.11 0.98 -0.03  0.9735
C: 3.77 1.98 0.10  -0.3435
C: 4.09 2.76 1.22  -0.1307
C: 5.31 3.42 1.29  -0.0791
C: 6.23 3.29 0.26  -0.0829
C: 5.93 2.50 -0.84  -0.0811
C: 4.71 1.84 -0.92  -0.1127
C: 1.09 1.58 -1.58  -0.2474
C: 0.62 0.62 -2.44  -0.1245
C: -0.15 0.96 -3.58  -0.0713
C: -0.44 2.26 -3.84  -0.0464
C: 0.01 3.29 -2.97  -0.1864
C: -0.31 4.65 -3.21  -0.0350
C: 0.11 5.63 -2.36  -0.0798
C: 0.88 5.30 -1.23  -0.0706
C: 1.21 4.00 -0.97  -0.0393
C: 0.79 2.95 -1.83  -0.1743
H: 0.83 2.46 1.63  0.0396
H: 1.23 0.99 2.51  0.0115
H: -0.07 0.97 1.31  -0.0076
H: 3.37 2.87 2.03  0.0981
H: 5.55 4.02 2.16  0.1039
H: 7.19 3.80 0.32  0.1029
H: 6.66 2.39 -1.64  0.1052
H: 4.49 1.22 -1.78  0.1062
H: 0.83 -0.43 -2.25  0.0553
H: -0.50 0.18 -4.25  0.1048
H: -1.03 2.54 -4.71  0.1167
H: -0.90 4.89 -4.08  0.1126
H: -0.14 6.67 -2.56  0.1020
H: 1.22 6.09 -0.56  0.1043
H: 1.82 3.76 -0.11  0.0776
C: -4.59 0.64 -0.19  -0.0163
C: -3.14 1.11 -0.32  -0.6165
C: -2.69 1.80 0.97  -0.0190
C: -2.97 2.04 -1.51  -0.0111
O: -2.27 -0.01 -0.58  -0.1448
Si: -2.15 -1.52 0.01  -0.0828
S: -0.05 -1.93 -0.01  0.4928
O: -2.75 -1.60 1.51  -0.1410
C: -3.20 -2.68 2.35  -0.6361
C: -3.29 -2.10 3.75  -0.0278
C: -2.20 -3.82 2.31  -0.0346
C: -4.57 -3.14 1.87  -0.0218
O: -2.87 -2.64 -0.91  -0.1407
C: -2.93 -2.92 -2.33  -0.6302
C: -3.69 -4.24 -2.44  -0.0282
C: -3.69 -1.81 -3.03  -0.0234
C: -1.53 -3.06 -2.90  -0.0454
H: -5.25 1.50 -0.08  0.0929
H: -4.70 0.00 0.69  0.0792
H: -4.88 0.08 -1.08  0.0773
H: -3.41 2.56 1.26  0.0932
H: -1.72 2.28 0.82  0.0721
H: -2.60 1.07 1.77  0.0853
H: -3.47 2.99 -1.32  0.0977
H: -3.40 1.59 -2.41  0.0889
H: -1.91 2.22 -1.68  0.0653
H: -2.30 -1.76 4.08  0.0890
H: -3.65 -2.85 4.45  0.0904
H: -3.97 -1.24 3.76  0.0876
H: -1.20 -3.47 2.59  0.0783
H: -2.14 -4.25 1.30  0.0821
H: -2.50 -4.61 3.00  0.0929
H: -5.28 -2.31 1.93  0.0870
H: -4.93 -3.95 2.50  0.0917
H: -4.51 -3.48 0.84  0.0758
H: -4.68 -4.14 -2.01  0.0877
H: -3.15 -5.02 -1.90  0.0915
H: -3.78 -4.54 -3.48  0.0903
H: -4.71 -1.72 -2.63  0.0872
H: -3.76 -2.01 -4.10  0.0932
H: -3.18 -0.85 -2.88  0.0712
H: -0.96 -3.81 -2.35  0.0851
H: -1.00 -2.10 -2.82  0.0539
H: -1.58 -3.34 -3.95  0.0932